(1)
Formula: C37H35Br2GeN4O3Zr
Source: OMol25
Level of theory: ωB97M-V/def2-TZVPD

Structure (XYZ):
```
83
Properties=species:S:1:pos:R:3:forces:R:3:mulliken_charge:R:1
Zr -0.224 -0.040 -0.174 0.3346 -0.7452 0.1180 -0.390
C -1.445 -4.091 -1.755 -0.1866 0.0113 -0.1304 -0.712
O -2.046 -3.057 -2.587 -0.1264 -0.4647 0.2950 -0.489
C -1.721 -1.901 -2.029 -0.0908 0.3964 -0.1245 0.181
N -1.090 -1.970 -0.860 -0.1290 0.1723 -0.1629 0.929
C -1.108 -3.388 -0.430 0.1802 0.2594 -0.1781 -0.322
C -2.072 -3.689 0.689 -0.0215 -0.0557 0.0489 0.443
C -3.437 -3.466 0.543 -0.0864 0.0303 0.0051 -0.314
C -4.320 -3.874 1.531 0.0608 -0.0227 0.0329 -0.821
C -3.844 -4.513 2.673 -0.0254 0.0955 -0.0234 -0.499
C -2.483 -4.717 2.834 0.0116 0.0530 -0.0254 -0.751
C -1.601 -4.300 1.843 -0.0369 -0.0808 0.0241 -0.302
C -1.978 -0.675 -2.639 0.0112 0.2775 0.3392 -0.690
C -2.869 -0.375 -3.656 -0.0334 0.0490 -0.2503 -0.705
C -3.317 0.920 -3.860 0.0536 -0.0745 0.1127 -1.486
C -2.995 1.884 -2.884 -0.1082 0.1755 -0.2874 0.055
C -2.083 1.640 -1.905 0.3089 -0.3153 0.0559 -0.839
N -1.300 0.411 -1.945 -0.3675 0.3895 -0.7085 0.763
C -1.717 2.485 -0.821 -0.1505 -0.0058 -0.3059 0.470
N -0.849 2.114 0.077 -0.1970 -0.5470 -0.2213 0.194
C -0.490 3.281 0.884 -0.2802 -0.2439 0.2867 -0.478
C -1.641 4.244 0.542 0.0071 0.0251 -0.2939 -0.583
O -2.188 3.717 -0.708 0.1094 0.3308 0.2169 -0.515
C 0.884 3.805 0.561 0.0790 0.1162 0.0611 0.608
C 1.725 4.175 1.604 0.1090 -0.0044 0.0525 -0.414
C 2.972 4.732 1.347 -0.0412 -0.0027 -0.0809 -0.728
C 3.380 4.931 0.033 -0.0874 -0.0363 -0.0063 -0.586
C 2.542 4.558 -1.015 0.0452 -0.0098 0.0542 -0.765
C 1.303 3.989 -0.752 -0.0045 0.0240 -0.1322 -0.151
H -0.558 -4.442 -2.280 0.0681 -0.0552 0.0132 0.256
H -2.161 -4.899 -1.643 -0.0264 -0.0045 -0.0315 0.416
H -0.114 -3.693 -0.102 0.0917 0.0492 -0.0038 0.719
H -3.823 -2.987 -0.353 0.0414 -0.0050 0.0451 0.398
H -5.382 -3.704 1.407 0.0197 -0.0080 0.0066 0.421
H -4.537 -4.840 3.439 0.0181 0.0044 -0.0294 0.413
H -2.105 -5.206 3.724 -0.0161 0.0180 -0.0325 0.419
H -0.537 -4.485 1.958 -0.0289 0.0200 0.0006 0.370
H -3.274 -1.193 -4.241 0.0234 0.0174 0.0201 0.585
H -4.033 1.142 -4.637 0.0268 0.0051 0.0291 0.425
H -3.509 2.839 -2.866 0.0016 -0.0506 -0.0095 0.577
H -0.515 3.012 1.941 -0.0689 0.0415 0.0463 0.634
H -1.307 5.259 0.355 -0.0322 0.0603 -0.0167 0.384
H -2.439 4.232 1.279 -0.0318 -0.0287 0.0490 0.292
H 1.400 4.030 2.630 0.0125 0.0094 -0.0346 0.442
H 3.615 5.020 2.169 -0.0072 -0.0043 -0.0328 0.426
H 4.346 5.373 -0.172 -0.0253 -0.0008 -0.0169 0.426
H 2.857 4.710 -2.040 -0.0051 -0.0006 0.0305 0.425
H 0.662 3.686 -1.577 0.0711 0.0490 0.0984 0.358
C 3.207 1.205 0.087 0.0377 0.0421 -0.1088 -0.830
C 2.617 0.806 1.395 -0.0817 -0.1911 0.0496 0.689
C 3.418 0.896 2.549 0.1422 0.0666 -0.0223 -1.278
C 2.928 0.512 3.756 0.0130 -0.0416 0.1852 -1.020
C 1.599 0.046 3.873 0.1643 0.0461 0.1565 0.622
C 0.982 -0.330 5.094 0.1031 0.0325 -0.1126 -0.111
Br 1.959 -0.313 6.702 0.0935 0.0097 0.1137 -0.186
C -0.327 -0.690 5.121 -0.2044 -0.0187 -0.1441 -0.333
C -1.084 -0.703 3.929 -0.1046 0.0019 0.4781 -0.033
Br -2.913 -1.079 4.024 -0.1508 -0.1194 -0.0383 -0.108
C -0.528 -0.394 2.720 -0.1713 0.1214 -0.7743 1.077
O -1.200 -0.416 1.557 0.6462 0.0514 1.1018 -1.236
C 0.841 -0.009 2.698 0.1795 0.2129 -0.3688 -0.577
N 1.376 0.349 1.458 -0.0889 0.0302 0.6614 0.960
H 3.574 2.229 0.153 0.0159 0.0124 0.0074 0.400
H 2.492 1.162 -0.731 -0.1283 -0.0255 -0.0164 -0.685
H 4.059 0.562 -0.146 0.0019 0.0144 0.0094 0.603
H 4.428 1.272 2.451 -0.0404 -0.0121 0.0067 0.634
H 3.546 0.571 4.643 -0.0126 -0.0032 -0.0050 0.396
H -0.805 -0.955 6.054 -0.0168 -0.0037 -0.0272 0.481
C 0.781 -2.116 -4.182 -0.2258 -0.3204 -0.2801 -1.359
Ge 1.303 -0.863 -2.830 0.1677 0.3625 0.4566 1.305
C 2.925 -0.023 -3.470 0.1958 0.1915 -0.1275 -1.375
C 1.879 -1.818 -1.156 -0.0591 0.1747 -0.1482 -0.816
C 0.187 0.645 -2.253 -0.4470 -0.1528 -0.0934 -0.048
H 1.640 -2.765 -4.370 -0.0672 -0.0338 -0.0696 0.411
H 0.570 -1.544 -5.087 -0.0055 -0.0975 -0.0344 0.370
H -0.090 -2.722 -3.945 0.0317 -0.0007 -0.0482 0.339
H 3.560 -0.792 -3.915 0.0383 0.0800 0.0180 0.406
H 3.478 0.469 -2.670 0.0108 -0.0079 -0.0645 0.323
H 2.698 0.720 -4.238 0.0366 -0.0599 0.0258 0.412
H 1.778 -2.897 -1.266 0.0237 -0.0095 -0.0399 0.566
H 1.344 -1.601 -0.223 0.2816 -0.2856 0.2638 0.360
H 2.921 -1.566 -0.960 0.0247 -0.0829 0.0289 0.401
H 0.282 1.466 -2.956 0.1259 0.1027 0.0581 0.756
```
Positions in Å, forces in eV/Å.

Results
E_LUMO ... -3.2571 eV
HOMO-LUMO gap ... 0.2301 Ha
Largest force on an atom ... 0.0249 Eh/bohr
Charge ... +1

***

(2)
Formula: C37H35CoN6O2S4
Source: OMol25
Level of theory: ωB97M-V/def2-TZVPD

Structure (XYZ):
```
85
Properties=species:S:1:pos:R:3:forces:R:3:lowdin_spin:R:1
Co -0.873 0.627 -0.091 0.4255 0.7482 0.4198 2.683
C 2.301 3.555 3.225 0.0336 -0.0589 0.0129 0.002
S 0.682 3.046 3.840 -0.0446 0.0511 -0.0560 0.002
C -0.011 2.344 2.346 0.2533 -0.0152 0.1046 0.002
S 0.938 1.142 1.484 -0.1522 0.0952 -0.2053 0.072
N -1.184 2.769 2.057 -0.0407 -0.2839 -0.1190 0.009
N -1.703 2.222 0.899 -0.1559 0.1518 0.1720 0.043
C -3.024 2.170 0.831 0.1027 -0.0002 -0.0392 0.008
C -3.612 1.675 -0.314 -0.0009 -0.3128 -0.0565 0.008
C -4.942 1.211 -0.435 0.1156 0.1384 0.1661 0.001
C -5.350 0.428 -1.463 0.0855 -0.0404 -0.2087 0.008
C -4.349 0.021 -2.435 -0.1558 0.0505 0.0535 0.004
C -3.103 0.495 -2.409 0.0155 -0.0443 -0.0217 0.003
N -2.661 1.458 -1.428 0.0183 0.1350 0.0601 0.031
H 2.883 3.893 4.082 -0.0267 0.0093 0.0255 0.000
H 2.206 4.370 2.508 -0.0013 -0.0049 -0.0087 0.000
H 2.801 2.709 2.756 0.0081 0.0158 -0.0007 0.002
H -3.624 2.466 1.686 -0.0246 0.0008 0.0100 0.001
H -5.617 1.458 0.377 -0.0078 -0.0033 0.0230 0.000
H -6.357 0.045 -1.523 -0.0173 -0.0082 0.0074 0.001
H -4.596 -0.718 -3.188 0.0023 -0.0061 -0.0160 0.000
H -2.346 0.206 -3.126 0.0355 -0.0813 0.0397 0.000
C 3.015 -1.346 4.987 0.0177 -0.0132 0.0240 0.000
C 1.611 -1.382 4.451 -0.0108 -0.0135 -0.0163 0.001
C 0.669 -0.456 4.872 -0.0085 -0.0026 0.0240 0.001
C -0.602 -0.420 4.314 0.0603 0.0145 -0.0606 0.000
C -0.932 -1.328 3.326 0.0057 -0.0121 0.0545 0.000
C -0.013 -2.281 2.907 -0.0063 -0.0038 -0.0108 0.000
C 1.249 -2.306 3.472 0.0063 0.0090 -0.0235 0.000
S -2.492 -1.221 2.492 -0.0031 0.1159 0.0645 0.003
O -3.197 -0.101 3.056 0.0040 -0.0572 0.0035 0.000
O -3.107 -2.530 2.575 -0.0046 -0.0108 -0.0114 0.004
N -2.030 -0.866 1.011 -0.2748 -0.0733 -0.1124 0.026
C -1.992 -1.733 -0.026 -0.1455 -0.2019 0.0293 0.006
C -2.847 -2.831 -0.279 0.1133 -0.0732 -0.0170 0.001
C -2.705 -3.508 -1.462 -0.0047 -0.0188 -0.0491 0.001
C -1.749 -3.110 -2.406 -0.0073 -0.0086 0.0391 0.002
C -0.970 -2.023 -2.093 0.2116 -0.0128 0.0215 0.003
N -1.060 -1.365 -0.934 -0.2612 -0.1267 -0.1247 0.028
H 3.030 -1.076 6.043 0.0020 0.0036 0.0079 0.000
H 3.609 -0.603 4.448 -0.0070 0.0128 -0.0170 0.000
H 3.509 -2.312 4.872 0.0051 -0.0097 0.0037 0.000
H 0.943 0.284 5.614 -0.0111 0.0115 0.0058 0.000
H -1.320 0.337 4.596 -0.0208 0.0155 0.0229 0.000
H -0.281 -2.983 2.126 -0.0203 -0.0204 0.0014 0.000
H 1.976 -3.036 3.132 0.0025 -0.0128 -0.0053 0.000
H -3.592 -3.096 0.452 -0.0135 -0.0065 0.0066 0.000
H -3.360 -4.344 -1.676 0.0020 -0.0052 -0.0027 0.000
H -1.630 -3.620 -3.351 -0.0055 -0.0047 -0.0035 0.000
H -0.212 -1.657 -2.780 -0.0217 0.0155 -0.0269 0.000
C 2.709 -3.288 -0.500 0.0107 -0.0111 0.0106 0.000
C 3.759 -2.181 -0.667 -0.0141 0.0232 -0.0343 0.000
C 4.068 -1.567 0.707 0.0366 -0.0014 0.0031 0.000
C 5.036 -2.804 -1.226 0.0217 -0.0116 0.0172 0.000
C 3.203 -1.089 -1.582 0.0074 0.0246 0.0067 0.000
C 3.859 -0.654 -2.746 0.0209 -0.0316 -0.0103 0.000
C 3.348 0.353 -3.547 -0.1127 0.0085 0.0242 0.000
C 2.143 0.943 -3.178 0.1611 -0.0453 -0.0072 0.001
S 1.241 2.210 -3.942 -0.0113 -0.1131 0.0600 0.004
C 0.036 2.095 -2.672 -0.2142 -0.0850 0.2934 0.001
N 0.288 1.199 -1.771 0.0373 0.0173 -0.4812 0.029
C 1.481 0.523 -2.024 -0.2120 0.1457 -0.0091 0.002
C 2.006 -0.491 -1.233 0.0520 0.0186 -0.0449 0.001
C -1.131 3.004 -2.691 0.3600 -0.1758 0.0035 0.001
C -0.959 4.232 -3.343 -0.0406 0.0551 -0.0137 0.000
C -1.974 5.160 -3.424 -0.0459 -0.0430 0.0352 0.001
C -3.203 4.861 -2.846 0.0482 0.0451 -0.0341 0.001
C -3.385 3.658 -2.196 0.0534 -0.0858 0.0353 0.001
C -2.361 2.713 -2.092 -0.1755 0.1487 -0.0709 0.001
H 3.115 -4.099 0.111 0.0058 0.0005 0.0095 0.000
H 2.417 -3.700 -1.468 0.0025 -0.0103 -0.0106 0.000
H 1.809 -2.921 -0.006 -0.0340 0.0212 -0.0008 0.000
H 4.451 -2.338 1.381 -0.0005 -0.0005 0.0127 0.000
H 3.185 -1.121 1.166 -0.0544 -0.0036 -0.0045 0.000
H 4.823 -0.782 0.617 0.0181 -0.0003 -0.0070 0.000
H 5.390 -3.576 -0.541 0.0036 -0.0096 0.0021 0.000
H 5.833 -2.066 -1.331 0.0118 0.0111 0.0053 0.000
H 4.868 -3.271 -2.199 -0.0137 -0.0020 -0.0085 0.000
H 4.793 -1.113 -3.039 -0.0002 0.0109 -0.0067 0.000
H 3.870 0.664 -4.441 0.0325 0.0104 -0.0091 0.000
H 1.464 -0.796 -0.350 -0.0188 0.0237 0.0497 0.000
H 0.005 4.475 -3.771 0.0210 -0.0282 0.0161 0.000
H -1.807 6.103 -3.926 -0.0142 0.0120 0.0058 0.000
H -4.020 5.569 -2.906 -0.0137 -0.0029 0.0009 0.000
H -4.334 3.414 -1.740 -0.0008 0.0375 -0.0288 0.000
```
Positions in Å, forces in eV/Å.

Results
E_LUMO (alpha / beta) ... 2.0893 / 2.0671 eV
HOMO-LUMO gap (alpha / beta) ... 0.1891 / 0.1902 Ha
Largest force on an atom ... 0.0186 Eh/bohr
<S²> ... 3.76
Charge ... -1
2S+1 ... 4

***

(3)
Formula: C37H35LiN4O2P2S
Source: OMol25
Level of theory: ωB97M-V/def2-TZVPD

Structure (XYZ):
```
82
Properties=species:S:1:pos:R:3:forces:R:3:mulliken_charge:R:1
Li 0.565 -1.236 -0.060 -0.1585 -0.1160 0.0739 0.991
C 1.588 2.259 1.289 0.0065 -0.0545 -0.0707 0.410
C 0.987 1.361 2.365 0.0450 -0.0139 0.0774 -1.027
P -0.779 1.613 2.859 -0.0538 0.0973 0.0204 -0.450
C -1.608 1.605 1.222 -0.0002 -0.0228 -0.0166 0.522
C -1.600 2.660 0.303 -0.0083 0.0125 0.0478 -0.071
C -2.222 2.527 -0.927 -0.0098 -0.0110 -0.0111 -0.696
C -2.857 1.337 -1.267 -0.0031 0.0308 -0.0128 -0.331
C -2.879 0.287 -0.366 -0.0109 -0.0131 0.0228 -0.458
C -2.265 0.427 0.873 0.0118 -0.0173 -0.0589 -0.854
C -0.794 3.393 3.299 -0.0016 -0.0137 0.0058 0.751
C 0.288 3.988 3.948 0.0185 0.0021 -0.0094 -0.365
C 0.222 5.302 4.388 -0.0057 0.0187 0.0043 -0.696
C -0.932 6.047 4.196 0.0126 -0.0112 -0.0012 -0.474
C -2.022 5.462 3.568 -0.0029 -0.0007 -0.0073 -0.626
C -1.955 4.148 3.129 -0.0291 -0.0044 0.0151 -0.425
C 2.890 1.691 0.711 0.0024 0.0293 0.0008 -1.424
P 2.576 0.233 -0.387 -0.0179 -0.0022 0.0882 0.750
C 2.456 0.976 -2.048 -0.0704 -0.0377 -0.0196 0.517
C 3.454 0.893 -3.014 0.0223 0.0637 0.0126 -0.373
C 3.261 1.454 -4.270 0.0190 -0.0096 0.0111 -0.745
C 2.073 2.102 -4.571 -0.0137 0.0053 -0.0008 -0.680
C 1.065 2.171 -3.619 -0.0015 0.0124 -0.0136 -0.719
C 1.249 1.599 -2.371 0.0033 -0.0450 0.0082 0.187
C 4.162 -0.652 -0.357 -0.0086 -0.0090 -0.0395 0.218
C 4.135 -2.043 -0.281 0.0050 0.0106 -0.0221 -0.507
C 5.320 -2.767 -0.246 -0.0034 -0.0046 0.0014 -0.674
C 6.537 -2.106 -0.278 0.0045 -0.0012 0.0021 -0.487
C 6.574 -0.718 -0.346 0.0026 0.0007 0.0000 -0.721
C 5.393 0.005 -0.385 -0.0076 -0.0052 0.0107 -0.208
H 1.773 3.249 1.709 0.0093 0.0102 -0.0396 0.508
H 0.875 2.402 0.473 0.0210 0.0160 0.0483 -0.340
H 1.577 1.424 3.285 0.0173 -0.0158 -0.0216 0.500
H 1.048 0.305 2.083 -0.0201 0.0034 -0.0625 0.450
H -1.117 3.596 0.558 -0.0040 -0.0110 -0.0004 0.408
H -2.208 3.354 -1.627 -0.0028 0.0023 -0.0016 0.428
H -3.331 1.231 -2.235 0.0022 -0.0051 0.0016 0.429
H -3.360 -0.649 -0.620 0.0018 0.0163 -0.0020 0.404
H -2.298 -0.398 1.575 -0.0023 -0.0023 0.0298 0.460
H 1.199 3.427 4.120 -0.0149 -0.0053 -0.0059 0.329
H 1.078 5.744 4.883 -0.0018 0.0028 0.0015 0.390
H -0.983 7.073 4.537 -0.0020 0.0003 0.0028 0.376
H -2.933 6.029 3.419 0.0012 0.0037 0.0006 0.384
H -2.817 3.706 2.643 0.0117 0.0011 0.0045 0.426
H 3.550 1.350 1.513 -0.0086 0.0064 0.0095 0.545
H 3.422 2.457 0.144 0.0328 -0.0181 0.0023 0.491
H 4.383 0.382 -2.794 0.0027 -0.0051 -0.0061 0.394
H 4.043 1.378 -5.015 -0.0021 0.0015 -0.0039 0.400
H 1.926 2.537 -5.551 0.0010 0.0007 -0.0018 0.386
H 0.124 2.651 -3.855 -0.0042 -0.0016 0.0039 0.505
H 0.428 1.608 -1.662 0.0048 -0.0014 0.0015 -0.119
H 3.186 -2.566 -0.241 0.0011 -0.0047 0.0023 0.367
H 5.286 -3.847 -0.187 -0.0004 0.0005 0.0001 0.434
H 7.460 -2.669 -0.248 0.0008 -0.0003 0.0007 0.383
H 7.525 -0.201 -0.368 -0.0006 0.0020 -0.0011 0.402
H 5.428 1.087 -0.442 0.0119 -0.0003 0.0030 0.363
N -5.520 -4.894 2.817 0.0046 0.0110 -0.0189 -0.587
C -4.372 -4.544 2.114 -0.0063 -0.0021 0.0173 1.069
C -3.456 -3.642 2.659 -0.0011 0.0023 -0.0018 -0.854
C -2.291 -3.334 1.982 0.0028 -0.0172 0.0218 -0.253
C -2.027 -3.922 0.753 -0.0081 0.0051 -0.0383 -0.604
C -2.927 -4.824 0.202 -0.0098 -0.0027 0.0027 -0.493
C -4.090 -5.135 0.880 0.0133 0.0025 -0.0173 -0.689
S -0.591 -3.473 -0.159 -0.1530 0.1445 -0.0347 1.577
O 0.386 -2.990 0.832 0.0842 0.1433 0.0392 -0.997
O -0.202 -4.592 -0.969 0.0002 -0.0324 0.0344 -0.730
N -0.896 -2.128 -0.963 0.4386 -0.2360 -0.1384 0.190
C -1.432 -2.152 -2.218 -0.1717 0.0717 0.0687 -0.310
N -1.094 -1.108 -2.998 -0.0103 0.0262 0.0061 -0.168
C -1.620 -1.079 -4.211 0.0013 0.0021 -0.0089 -0.030
C -2.475 -2.060 -4.690 0.0012 -0.0088 0.0074 -0.877
C -2.770 -3.080 -3.802 -0.0055 0.0065 -0.0173 -0.246
N -2.276 -3.136 -2.574 0.0232 0.0125 -0.0100 -0.399
H -5.833 -4.221 3.497 -0.0018 -0.0065 -0.0010 0.226
H -6.273 -5.262 2.260 0.0021 0.0002 0.0116 0.225
H -3.656 -3.193 3.625 0.0008 -0.0006 0.0004 0.303
H -1.572 -2.651 2.416 0.0043 -0.0070 -0.0063 0.653
H -2.706 -5.265 -0.760 -0.0064 -0.0036 0.0042 0.435
H -4.790 -5.845 0.455 -0.0031 0.0004 0.0033 0.285
H -1.337 -0.233 -4.832 -0.0010 0.0004 -0.0072 0.431
H -2.888 -2.028 -5.687 0.0004 0.0013 -0.0016 0.399
H -3.440 -3.886 -4.083 -0.0015 0.0003 -0.0001 0.403
```
Positions in Å, forces in eV/Å.

Results
E_LUMO ... 0.5761 eV
HOMO-LUMO gap ... 0.3095 Ha
Largest force on an atom ... 0.0101 Eh/bohr
Charge ... 0